(1)
Here is a molecular structure, C51H58IrN3P3SSb at a distorted geometry from OMol25. Energies are from wB97M-V/def2-TZVPD.

**Charge**: +3
**LUMO (alpha / beta)**: -9.999 / -10.189 eV
**HOMO-LUMO gap (alpha / beta)**: 4.989 / 4.771 eV
**2S+1**: 2

Structure (XYZ):
```
118
Properties=species:S:1:pos:R:3:forces:R:3:mulliken_spin:R:1
Ir 0.810188 1.789234 -0.912127 -0.51 -0.83 1.04 0.94
C 2.689479 -2.950016 3.205881 -0.07 -0.11 -0.14 0.00
C 3.324397 -0.854367 2.964566 0.07 0.02 0.04 0.00
C 2.883350 -0.382246 1.566847 0.02 0.18 -0.10 -0.02
C 1.837132 -2.061195 0.582179 -0.42 -0.29 -0.20 0.02
C 1.270871 -3.294044 1.226011 -0.12 0.04 -0.06 0.00
C 1.682838 -3.713082 2.416651 0.07 -0.10 0.11 0.01
P 1.349193 -2.070823 -1.193263 0.79 0.69 0.24 -0.04
C 1.874746 -3.640926 -1.929102 -0.48 0.10 0.09 0.00
C 1.485470 -3.890128 -3.248207 -0.06 0.05 -0.02 0.00
C 1.912175 -5.034750 -3.898322 -0.05 0.00 -0.05 0.00
C 2.718700 -5.949283 -3.232060 -0.04 0.02 0.02 0.00
C 3.106271 -5.708221 -1.921989 0.06 0.02 0.07 0.00
C 2.682487 -4.563610 -1.262580 0.03 0.05 0.02 0.00
C 2.392667 -0.825186 -2.019127 -0.56 -0.24 0.01 -0.01
C 3.538965 -1.248811 -2.704071 0.04 -0.09 -0.18 0.00
C 4.218774 -0.387743 -3.547790 0.11 -0.18 0.09 0.00
C 3.716477 0.885854 -3.766238 -0.13 0.18 -0.12 0.00
C 2.596412 1.319949 -3.069363 0.96 -0.60 -0.38 0.00
C 1.957081 0.487956 -2.138643 -0.34 2.34 -0.69 -0.06
H 3.125256 -3.576359 3.980010 0.00 0.06 0.03 0.00
H 4.007726 -0.208207 3.508480 -0.03 0.02 -0.02 0.00
H 3.280530 0.570301 1.213579 -0.04 -0.06 0.04 -0.01
H 0.530473 -3.854838 0.661861 0.01 -0.12 0.13 0.00
H 1.287948 -4.629865 2.840698 -0.05 0.00 -0.04 0.00
H 0.853203 -3.178542 -3.769924 0.04 -0.02 -0.05 0.00
H 1.617460 -5.217598 -4.923013 -0.02 0.00 0.02 0.00
H 3.037305 -6.854969 -3.730175 0.03 0.03 -0.03 0.00
H 3.749130 -6.411430 -1.409025 -0.03 0.00 0.00 0.00
H 2.995113 -4.390413 -0.242859 0.02 -0.02 0.02 0.00
H 3.881715 -2.267112 -2.587455 0.06 -0.06 -0.08 0.00
H 5.109631 -0.722456 -4.062630 -0.02 -0.03 0.02 0.00
H 4.178046 1.543947 -4.491020 0.09 -0.05 -0.05 0.00
H 2.218906 2.310714 -3.293343 0.05 -0.07 0.08 0.00
N 2.819362 3.114515 -0.433279 -0.39 -0.64 0.05 0.10
N 2.780980 4.374649 -1.026926 -0.08 0.21 -0.17 0.00
C 1.775426 4.789803 -1.809435 0.22 -0.12 0.22 0.01
N 1.862525 6.011342 -2.312743 -0.01 0.19 -0.13 0.00
S 0.413992 3.856129 -2.202389 -0.14 -1.74 0.63 -0.01
H 2.918777 3.226071 0.572116 -0.10 0.10 0.05 0.00
H 3.610281 2.586235 -0.795125 -0.03 -0.02 -0.13 -0.01
H 3.556805 4.999794 -0.855848 0.03 -0.03 0.06 0.00
H 2.647072 6.623048 -2.141165 -0.02 -0.05 0.01 0.00
H 1.140976 6.352528 -2.929957 0.03 -0.02 0.04 0.00
C -0.734934 2.029772 2.600120 0.15 -0.10 -0.24 0.00
C -1.779365 0.943966 2.767004 -0.04 0.06 -0.45 0.01
P -1.345828 -0.570451 1.794826 0.16 -0.30 0.54 -0.04
C 0.401535 -0.802252 2.310068 -0.16 0.12 -0.62 0.02
C 0.802200 -1.187106 3.523183 -0.01 0.00 0.08 0.00
C 2.224122 -1.546006 3.805684 -0.06 0.07 0.03 0.00
C 3.760238 -2.217197 2.363332 0.03 -0.01 0.04 0.00
C 3.317368 -1.739346 0.957074 0.11 0.07 -0.14 0.00
C 1.412656 -0.677053 1.209524 -0.05 0.16 0.06 0.05
C -2.392866 -1.822047 2.595407 -0.02 -0.02 -0.28 0.02
C -3.764450 -1.553701 2.653153 0.05 0.15 0.26 0.01
C -4.646582 -2.502525 3.141884 -0.04 0.04 -0.03 0.00
C -4.173811 -3.740618 3.555356 0.02 -0.05 -0.02 0.01
C -2.813692 -4.011797 3.510589 0.00 -0.01 0.00 0.00
C -1.926038 -3.062037 3.027308 -0.02 0.06 0.07 0.01
P -0.533545 2.655392 0.881064 0.31 1.53 -0.75 -0.06
C -2.212259 3.005472 0.293074 0.19 0.08 -0.04 0.00
C -3.102691 3.761720 1.056683 -0.08 -0.05 -0.05 -0.01
C -4.331163 4.120103 0.526933 -0.01 0.03 0.13 0.00
C -4.675317 3.735940 -0.763687 -0.03 -0.01 -0.08 0.00
C -3.798502 2.979095 -1.526853 0.01 0.24 0.07 0.01
C -2.572003 2.609866 -0.995992 0.19 0.50 0.21 -0.05
C 0.201639 4.288596 1.240200 -0.23 0.12 0.14 0.02
C 1.285812 4.364515 2.119781 -0.14 -0.07 -0.03 -0.01
C 1.858705 5.590111 2.423544 0.10 0.03 -0.01 0.00
C 1.361699 6.750313 1.843381 -0.01 0.06 -0.06 0.00
C 0.303074 6.678788 0.946690 0.09 0.02 0.02 0.00
C -0.271788 5.454070 0.637930 0.04 -0.06 0.16 -0.01
H 0.236951 1.670035 2.946851 -0.06 0.11 0.05 0.00
H -1.000933 2.905406 3.194399 0.02 -0.01 0.03 0.00
H -2.762984 1.296929 2.453140 0.00 0.00 0.09 0.00
H -1.836358 0.656307 3.819123 -0.03 -0.17 -0.05 0.00
H 0.086494 -1.332459 4.326656 -0.07 -0.02 -0.04 0.00
H 2.421629 -1.489776 4.873749 0.00 -0.06 -0.02 0.00
H 4.774373 -2.601099 2.423509 -0.02 0.00 0.03 0.00
H 4.059474 -1.828318 0.166648 -0.05 0.04 -0.01 0.00
H 1.045810 0.045046 0.414336 0.02 -0.20 0.14 -0.09
H -4.141096 -0.592986 2.319607 -0.02 -0.15 0.33 0.00
H -5.704063 -2.280380 3.196361 0.01 0.01 -0.01 0.00
H -4.865139 -4.493872 3.908597 0.01 0.02 0.05 0.00
H -2.443699 -4.970897 3.848764 0.01 0.02 0.00 0.00
H -0.872690 -3.283165 2.999384 0.15 -0.05 -0.06 0.00
H -2.832874 4.094042 2.052706 0.01 0.01 0.00 0.00
H -5.012545 4.719461 1.115709 -0.03 -0.02 -0.02 0.00
H -5.627811 4.039939 -1.177232 0.00 -0.01 0.00 0.00
H -4.070020 2.692018 -2.534561 -0.02 0.05 -0.03 0.00
H -1.867617 2.024262 -1.580933 -0.02 0.13 -0.04 0.07
H 1.664910 3.465539 2.598553 -0.01 0.03 0.07 0.00
H 2.676269 5.645719 3.130726 0.00 0.00 0.00 0.00
H 1.788207 7.710528 2.102329 0.00 -0.01 0.00 0.00
H -0.093789 7.581224 0.499993 0.02 0.02 0.01 0.00
H -1.098027 5.412877 -0.058212 -0.08 0.00 0.04 0.00
C -2.143032 -1.056651 -4.514642 -0.16 -0.11 0.20 0.00
C -1.069178 -0.547916 -3.565798 0.23 0.20 0.30 -0.01
Sb -1.527793 -0.995818 -1.463550 0.10 -1.14 -0.77 0.11
C -3.580385 -0.173187 -1.464459 0.24 0.27 0.62 -0.01
C -4.182755 0.125995 -0.105062 -0.02 -0.26 -0.23 0.01
C -2.018021 -3.108256 -1.608062 0.03 0.30 0.28 0.01
C -2.494945 -3.735446 -0.305718 -0.01 -0.01 -0.06 0.00
H -1.864339 -0.805000 -5.540120 0.05 0.02 0.04 0.00
H -3.112412 -0.596248 -4.327359 -0.05 -0.02 -0.01 0.00
H -2.255422 -2.139622 -4.466387 -0.03 0.00 -0.03 0.00
H -0.958465 0.536821 -3.628669 0.09 -0.06 0.03 0.01
H -0.096992 -0.996434 -3.772210 0.03 0.08 0.12 0.00
H -4.145864 -0.943038 -1.991360 0.23 -0.22 -0.03 0.00
H -3.517284 0.719902 -2.086599 0.03 -0.41 0.00 0.00
H -4.248574 -0.769894 0.512521 -0.02 0.08 -0.40 0.00
H -5.199288 0.505195 -0.235843 0.00 0.03 0.00 0.00
H -3.616285 0.889108 0.432655 -0.09 -0.11 -0.05 0.00
H -1.128121 -3.608565 -1.989699 0.02 0.06 -0.06 0.00
H -2.799832 -3.152580 -2.368231 0.02 0.09 -0.05 0.00
H -1.717888 -3.731499 0.458985 -0.04 0.00 -0.03 0.00
H -2.779332 -4.773171 -0.486437 0.01 0.01 0.02 0.00
H -3.368800 -3.221486 0.098876 0.01 -0.02 0.04 0.00
```
Positions in Å, forces in eV/Å.

=====

(2)
Here is 2 unconnected molecules or ions with the total composition C3BrF4IO at a distorted geometry from OMol25. Energies are from wB97M-V/def2-TZVPD.

**Charge**: 0
**LUMO (alpha / beta)**: -1.156 / -1.197 eV
**HOMO-LUMO gap (alpha / beta)**: 7.770 / 8.045 eV

Structure (XYZ):
```
10
Properties=species:S:1:pos:R:3:forces:R:3:nbo_charge:R:1
C -2.840209 1.478117 0.757015 2.04 1.30 1.09 0.40
C 0.482174 0.406997 -0.286842 0.22 0.43 -1.19 0.19
C 1.404471 -0.771743 -0.178710 0.60 -0.70 0.02 0.85
O -1.680530 1.333583 0.816887 -1.28 -0.14 -0.03 -0.49
F -0.276091 0.308082 -1.404428 0.31 -0.01 0.89 -0.33
F 2.339666 -0.590831 0.758235 -0.14 0.17 0.11 -0.31
F 2.050522 -1.023904 -1.335183 -0.12 0.24 -0.05 -0.32
F 0.746065 -1.894919 0.128337 -0.36 0.00 0.04 -0.31
Br -4.222524 0.557442 -0.024190 -1.16 -1.09 -0.86 0.09
I 1.303387 2.284211 0.025896 -0.12 -0.21 -0.03 0.21
```
Positions in Å, forces in eV/Å.

=====

(3)
Here is a molecular structure, C9H20AlO3 at a distorted geometry from OMol25. Energies are from wB97M-V/def2-TZVPD.

**Charge**: -1
**LUMO**: 3.302 eV
**HOMO-LUMO gap**: 8.124 eV

Structure (XYZ):
```
33
Properties=species:S:1:pos:R:3:forces:R:3:nbo_charge:R:1
C 2.829139 -1.521204 0.217965 -0.18 0.97 0.00 -0.60
C 2.846066 0.023547 0.352030 -0.32 -1.18 0.39 -0.20
C 2.460435 0.350350 1.798547 0.27 -0.22 -0.44 -0.61
C 1.890917 0.587408 -0.696380 0.16 0.64 0.36 -0.24
C 1.996174 2.099682 -0.852069 -0.32 -0.26 -0.27 -0.60
C 0.420428 0.160708 -0.501572 0.56 -0.07 -0.23 -0.05
O 0.144864 -0.934265 -1.309420 -0.97 -0.18 0.01 -0.94
Al -1.636228 -1.183865 -1.636931 0.40 -0.41 -0.22 1.32
C -2.662327 -1.718748 0.051597 0.06 0.85 -0.40 -0.97
C -3.213830 -0.530093 0.823338 0.01 -1.26 -0.02 -0.06
O -4.050962 0.221969 -0.088062 0.57 -0.02 -0.46 -0.54
C -4.186890 1.500700 0.234909 0.72 -0.68 -2.13 0.68
O -4.626988 1.879935 1.247580 -1.13 1.34 3.09 -0.58
H 2.808426 -1.764452 -0.832119 0.24 -0.39 -0.32 0.22
H 3.662528 -1.984909 0.732367 0.16 -0.18 0.11 0.18
H 1.888706 -1.862666 0.625732 -0.22 -0.41 0.12 0.21
H 3.880895 0.320052 0.184163 0.05 0.50 -0.26 0.18
H 2.182325 1.384316 1.963452 0.11 0.27 0.10 0.20
H 3.279603 0.052044 2.440715 0.27 0.20 0.36 0.20
H 1.630688 -0.281215 2.078385 -0.41 -0.02 0.18 0.20
H 2.179002 0.151586 -1.642506 0.03 -0.17 -0.40 0.21
H 1.304890 2.389508 -1.634434 -0.23 0.21 -0.19 0.21
H 2.973602 2.425940 -1.186259 0.41 0.07 0.22 0.19
H 1.691981 2.624660 0.045535 0.10 0.22 0.29 0.19
H -0.202457 1.031340 -0.746173 -0.22 0.07 -0.10 0.15
H 0.217424 -0.059917 0.552992 0.00 -0.01 0.23 0.13
H -1.799267 -2.346741 -2.757379 0.09 -0.16 0.05 -0.44
H -2.208402 0.187282 -2.261063 0.02 0.32 0.05 -0.45
H -2.074944 -2.337020 0.728588 0.10 -0.15 0.12 0.20
H -3.538940 -2.281975 -0.260078 -0.09 -0.42 -0.10 0.20
H -2.408741 0.083582 1.215134 0.05 0.42 0.02 0.16
H -3.833845 -0.865271 1.646733 -0.23 0.20 0.40 0.16
H -3.844273 2.197734 -0.535317 -0.03 -0.08 -0.52 0.10
```
Positions in Å, forces in eV/Å.

=====

What E_tot values result from the calculations? In sequence: -3908.22362, -3460.60694, -823.12994 Ha.
What ΔE to the lowest compared entry with this formula, charge and spin values result from the calculations? In sequence: 156.21, 51.03, 0.00 kcal/mol.